Record 1
Density functional theory data (ωB97M-V/def2-TZVPD) for a 10-piece molecular cluster, C16H28Cl16O4 overall.

Geometry (Å):
O -11.301104 -5.464032 17.145278
C -10.235614 -5.027889 17.455298
C -9.292968 -4.371348 16.531320
C -7.948843 -4.190202 17.384250
C -8.486520 -4.295602 18.800218
O -9.794557 -4.979241 18.699441
H -9.247893 -4.931214 15.582005
H -9.728074 -3.370452 16.328141
H -7.311783 -5.097265 17.159737
H -7.206733 -3.384304 17.345443
H -7.872225 -4.818104 19.511021
H -8.564538 -3.271645 19.188697
O -9.435723 -5.862697 21.736156
C -10.565023 -5.959443 21.440814
C -11.565612 -4.802200 21.324993
C -12.791353 -5.438360 20.665727
C -12.625652 -6.916348 20.952081
O -11.172150 -7.141567 21.056622
H -11.713805 -4.464522 22.359060
H -10.860061 -4.058593 20.796705
H -13.741756 -4.994850 21.008160
H -12.673582 -5.261095 19.610351
H -13.014346 -7.196882 21.957451
H -13.084158 -7.553905 20.258355
Cl -7.260958 -9.995561 19.924722
C -7.797723 -8.368729 20.099128
Cl -6.860021 -7.363536 18.954286
H -8.857208 -8.339030 19.813379
H -7.618569 -7.942871 21.094786
Cl -10.118053 -8.246837 17.704091
C -10.913495 -8.198290 16.077612
Cl -9.704713 -7.915932 14.804769
H -11.417005 -9.154903 15.881466
H -11.688910 -7.428230 16.042862
Cl -12.614952 -0.308205 15.523812
C -14.289205 -0.300648 15.917324
Cl -15.160460 -1.127156 14.642343
H -14.358236 -0.862046 16.828177
H -14.673108 0.706526 16.076990
Cl -5.106100 -1.794109 12.506915
C -4.774336 -0.016957 12.519262
Cl -6.217773 1.021294 12.743130
H -4.131039 0.239835 13.370142
H -4.255209 0.217602 11.564821
Cl -12.611752 -4.066930 12.038438
C -11.456207 -3.791254 13.378808
Cl -10.297283 -2.515487 13.028829
H -12.151794 -3.389644 14.135328
H -11.090473 -4.741409 13.671480
Cl -14.161675 -6.160831 14.727458
C -14.234600 -5.025817 16.046263
Cl -14.864838 -5.822154 17.547888
H -13.370111 -4.456373 16.336931
H -15.018427 -4.354083 15.817710
Cl -4.879037 -6.426713 13.815608
C -5.014811 -5.311090 15.166351
Cl -3.627279 -4.197862 15.292625
H -5.911028 -4.763197 15.068080
H -5.110089 -5.846853 16.066739
Cl -9.664246 -0.615937 18.071293
C -11.170713 -0.753422 18.921640
Cl -11.986612 -2.263227 18.370779
H -10.958395 -0.950720 19.968752
H -11.791049 0.102586 18.635434

Cartesian forces (eV/Å) of the 2 atoms listed first:
-1.229 -0.418 -0.012
0.593 0.682 -0.015

Values from the calculation:
- ΔE to the lowest compared entry with this formula, charge and spin (eV) = 0.006
- molar mass (g/mol) = 851.64
- SMILES string = O=C1CCCO1.O=C1CCCO1.ClCCl.ClCCl.ClCCl.ClCCl.ClCCl.ClCCl.ClCCl.ClCCl
- orbital gap (eV) = 10.483
- LUMO energy (eV) = 0.14

=====

Record 2
Density functional theory data (ωB97M-V/def2-TZVPD) for one molecule with the formula C7H10O3.

Geometry (Å):
C 1.722722 -2.723302 1.165162
C 1.238007 -0.836209 -0.182145
C 0.869469 0.572748 -0.042014
C 1.162124 -3.594190 0.137876
C -0.409671 0.864906 0.106636
C -0.903023 2.288904 0.144770
C -1.594228 -0.130770 0.202806
O 2.134452 -3.245447 2.177070
O 1.792725 -1.419397 1.041366
O 1.745487 -4.591081 -0.203220
H 0.461122 -1.446374 -0.597611
H 2.285484 -0.911297 -0.782896
H 1.601112 1.357241 0.053093
H -1.660800 2.335429 -0.605243
H -0.078992 3.032209 0.020545
H -1.257855 2.229077 1.146302
H -2.508641 0.284328 -0.233836
H -1.611764 -0.396125 1.180200
H -1.327277 -0.981511 -0.361172
H 2.672193 -4.771642 0.115759

Cartesian forces (eV/Å) of the 2 atoms listed first:
1.997 -0.260 0.708
5.049 -0.198 -1.343

Values from the calculation:
- ΔE to the lowest compared entry with this formula, charge and spin (eV) = 4.522
- molar mass (g/mol) = 142.15
- orbital gap (eV) = 8.643
- LUMO energy (eV) = 0.15

=====

Record 3
Density functional theory data (ωB97M-V/def2-TZVPD) for a 11-piece molecular cluster, H22O11 overall.

Geometry (Å):
O -1.326082 -0.959848 4.101268
H -1.029196 -1.814117 3.763204
H -1.210379 -0.418118 3.308336
O 0.370174 2.097891 -3.957683
H 0.561968 2.603315 -3.167964
H 0.881920 2.347908 -4.727287
O -0.336686 -0.405033 -3.065079
H -0.623717 -1.268266 -3.396565
H -0.114562 -0.004341 -3.919727
O 1.679069 -2.668483 0.679919
H 2.564189 -2.525789 1.029596
H 1.069823 -2.015200 1.034159
O -2.328425 3.808572 0.062015
H -1.488299 3.946419 0.515699
H -2.267091 2.869336 -0.156992
O -0.836037 2.094802 4.193357
H -0.583521 1.467895 4.873545
H -1.704030 1.923525 3.827749
O 0.861986 0.379192 1.258813
H 1.312542 1.228662 1.258488
H 0.477607 0.296602 0.378662
O -2.860125 0.839859 -2.205828
H -3.230935 0.429168 -2.987249
H -1.914264 0.647252 -2.191150
O 3.420714 -0.823532 2.257152
H 3.380837 0.002967 2.741619
H 2.538952 -1.202933 2.226838
O 2.223632 -2.153960 -2.229265
H 1.313180 -1.927999 -2.474702
H 1.982261 -2.852942 -1.589876
O -0.943665 -2.068754 -0.947048
H -1.307064 -2.903604 -0.647772
H -0.037387 -1.939159 -0.665722

Cartesian forces (eV/Å) of the 2 atoms listed first:
0.230 -0.136 -0.633
-0.112 -0.128 0.398

Values from the calculation:
- ΔE to the lowest compared entry with this formula, charge and spin (eV) = 2.397
- molar mass (g/mol) = 198.17
- SMILES string = O.O.O.O.O.O.O.O.O.O.O
- orbital gap (eV) = 10.808
- LUMO energy (eV) = -0.22

=====

Q: Look up the orbital gap of the third one.
A: 10.808 eV